--- 1 ---
A 2-piece molecular cluster, C4H5NOS overall, computed with the ωB97M-V functional and the def2-TZVPD basis.

Kohn-Sham gap: 9.30 eV
charge: 0
structure (SMILES): C#CC#N.CSO

Last column: natural (NBO) charge in e.
Cartesian coordinates (Å):
H (0.49, 1.74, -0.32)  0.221
O (2.01, -0.66, -0.65)  -0.852
C (0.59, -1.51, 3.33)  0.211
H (-2.32, -2.43, 1.39)  0.241
H (-0.32, 0.44, 0.60)  0.220
C (-1.48, -2.17, 1.97)  -0.068
H (2.75, -0.32, -1.18)  0.485
N (1.52, -1.23, 3.95)  -0.234
C (-0.15, 0.87, -0.38)  -0.769
C (-0.51, -1.85, 2.61)  -0.151
H (-1.10, 1.14, -0.84)  0.229
S (0.59, -0.38, -1.47)  0.468

=====

--- 2 ---
One molecule with the formula C4H5NOS, computed with the ωB97M-V functional and the def2-TZVPD basis.

Kohn-Sham gap: 10.16 eV
charge: 0
structure (SMILES): CC(=O)[C@@H](S)C#N

Last column: natural (NBO) charge in e.
Cartesian coordinates (Å):
S (-1.27, -1.28, 0.29)  0.027
H (2.32, 0.11, 1.70)  0.261
H (-0.19, -0.18, -1.66)  0.266
N (-1.44, 2.07, -0.07)  -0.272
C (-0.18, -0.13, -0.64)  -0.508
C (-0.64, 1.26, -0.43)  0.243
H (0.51, 0.17, 1.62)  0.242
O (2.16, -0.54, -0.81)  -0.518
C (1.48, 0.52, 1.15)  -0.735
C (1.22, -0.11, -0.08)  0.549
H (1.74, 1.70, 0.92)  0.282
H (-2.42, -0.67, -0.24)  0.164

=====

Least stable of them? 1.

=====

--- 1 ---
One molecule with the formula C4H5NOS, computed with the ωB97M-V functional and the def2-TZVPD basis.

Kohn-Sham gap (spin up / spin down): 7.70 / 7.70 eV
charge: 0

Last column: natural (NBO) charge in e.
Cartesian coordinates (Å):
C (-1.08, -0.76, 1.13)  0.782
C (-0.54, 0.54, -0.91)  -0.376
H (-2.37, -0.08, -1.52)  0.224
N (0.13, -0.69, 1.56)  -0.654
C (-1.50, 0.48, -1.82)  -0.481
C (1.28, -0.19, 0.64)  -0.351
H (0.51, -0.84, 2.49)  0.413
S (0.85, 1.23, -0.29)  0.332
H (-1.45, 0.94, -2.83)  0.200
H (2.09, 0.13, 1.28)  0.223
O (-2.23, -1.08, 1.25)  -0.528
H (1.42, -0.86, -0.10)  0.216

=====

--- 2 ---
One molecule with the formula C4H5NOS, computed with the ωB97M-V functional and the def2-TZVPD basis.

Kohn-Sham gap (spin up / spin down): 8.27 / 8.27 eV
charge: 0

Last column: natural (NBO) charge in e.
Cartesian coordinates (Å):
O (2.65, -0.77, 0.98)  -0.838
N (1.24, 1.27, -0.20)  -0.605
C (0.16, -1.28, -0.37)  -0.641
H (0.39, -2.09, 0.33)  0.278
S (1.70, -0.26, -0.54)  1.168
C (-1.12, 0.81, 0.14)  -0.306
C (-1.04, -0.52, 0.05)  -0.080
H (0.01, -1.70, -1.36)  0.245
H (-1.91, -1.14, 0.30)  0.220
H (-2.04, 1.29, 0.41)  0.228
H (-0.08, 2.72, 0.22)  0.197
C (0.05, 1.66, 0.03)  0.134

=====

--- 3 ---
C4H5NOS as an isolated structure, computed with the ωB97M-V functional and the def2-TZVPD basis.

Kohn-Sham gap: 9.21 eV
charge: 0

Last column: natural (NBO) charge in e.
Cartesian coordinates (Å):
H (-1.39, -2.18, 0.58)  0.252
C (1.63, 0.91, -0.66)  -0.738
H (2.66, 0.94, -0.41)  0.230
O (-2.85, -0.42, -0.70)  -0.569
H (1.40, -0.03, -1.07)  0.219
S (0.11, 1.11, 0.60)  1.093
C (-0.92, -1.18, 0.53)  -0.272
H (1.43, 1.78, -1.36)  0.237
H (0.79, -1.23, 1.76)  0.251
N (-1.14, 1.07, -0.26)  -0.889
C (0.07, -0.62, 1.17)  -0.409
C (-1.78, -0.15, -0.18)  0.595

=====

--- 4 ---
One molecule with the formula C4H5NOS, computed with the ωB97M-V functional and the def2-TZVPD basis.

Kohn-Sham gap: 9.08 eV
charge: 0
structure (SMILES): C=C/C=N\SC=O

Last column: natural (NBO) charge in e.
Cartesian coordinates (Å):
H (2.27, -0.82, -0.78)  0.214
C (1.42, 0.01, 0.95)  -0.293
C (0.80, 1.20, 0.48)  0.136
H (1.11, -0.11, 1.91)  0.218
H (-1.77, -1.91, -0.18)  0.161
S (-0.67, -0.14, -1.28)  0.370
H (1.11, 2.15, 0.90)  0.205
C (2.04, -0.94, 0.30)  -0.329
C (-1.43, -0.79, 0.18)  0.194
N (0.06, 1.37, -0.62)  -0.528
H (2.41, -1.66, 0.97)  0.213
O (-1.47, -0.24, 1.31)  -0.563

=====

Least stable of them? 1.

=====

--- 1 ---
C4H5NOS as an isolated structure, computed with the ωB97M-V functional and the def2-TZVPD basis.

Kohn-Sham gap: 8.75 eV
charge: 0

Last column: natural (NBO) charge in e.
Cartesian coordinates (Å):
C (0.38, -1.03, 1.10)  -0.452
C (-0.92, -1.51, 1.22)  0.232
O (-0.42, 0.46, -2.09)  -0.502
H (-0.78, 1.23, 1.10)  0.226
H (1.37, 1.95, -1.16)  0.157
H (1.07, -1.60, 0.53)  0.259
H (0.67, -0.64, 2.04)  0.245
C (-0.92, 0.52, -0.97)  0.403
S (1.35, 1.75, 0.16)  -0.001
H (-2.02, 0.37, -0.74)  0.145
N (-2.05, -1.79, 1.17)  -0.326
C (-0.15, 0.80, 0.35)  -0.387

=====

--- 2 ---
A 2-piece molecular cluster, C4H5NOS overall, computed with the ωB97M-V functional and the def2-TZVPD basis.

Kohn-Sham gap: 9.22 eV
charge: 0
structure (SMILES): CSC=C=O.C#N

Last column: natural (NBO) charge in e.
Cartesian coordinates (Å):
O (-0.29, 2.19, -2.05)  -0.436
C (-0.08, 1.19, -1.52)  0.732
C (3.13, -1.32, 0.44)  0.068
N (3.36, -0.22, 0.20)  -0.310
H (2.84, -2.37, 0.61)  0.248
H (1.08, -0.43, -0.84)  0.276
H (-1.28, 0.37, 1.67)  0.216
C (-2.01, 0.21, 0.97)  -0.744
H (-2.24, 1.36, 0.69)  0.206
C (0.03, 0.00, -0.96)  -0.745
S (-1.51, -0.83, -0.44)  0.253
H (-3.03, -0.13, 1.24)  0.236

=====

--- 3 ---
One molecule with the formula C4H5NOS, computed with the ωB97M-V functional and the def2-TZVPD basis.

Kohn-Sham gap: 8.48 eV
charge: 0
structure (SMILES): C=C/C(C=O)=N\S

Last column: natural (NBO) charge in e.
Cartesian coordinates (Å):
H (1.58, -1.13, 1.38)  0.209
C (-1.34, -0.83, -1.21)  0.382
O (-2.26, -1.00, -0.48)  -0.498
C (-0.30, 0.20, -0.78)  0.064
N (0.77, 0.43, -1.58)  -0.517
S (2.08, 1.40, -1.23)  0.289
H (-1.61, -1.10, -2.37)  0.144
C (0.56, -0.50, 1.71)  -0.360
H (1.65, 2.01, -0.09)  0.096
H (-1.23, 1.03, 1.14)  0.244
H (0.40, -0.94, 2.78)  0.230
C (-0.28, 0.43, 0.73)  -0.283

=====

Least stable of them? 3.

=====

--- 1 ---
C5H9BrS2 as an isolated structure, computed with the ωB97M-V functional and the def2-TZVPD basis.

Kohn-Sham gap: 9.22 eV
charge: 0

Last column: natural (NBO) charge in e.
Cartesian coordinates (Å):
H (0.10, -1.62, -3.31)  0.231
H (-0.95, 1.83, -0.24)  0.245
H (0.53, -1.17, -1.47)  0.221
Br (-2.75, -1.26, -3.42)  0.056
C (-0.22, 0.38, 1.47)  -0.443
S (2.52, 0.31, 0.90)  -0.037
S (-2.01, -0.03, -0.78)  0.260
C (-1.36, -0.88, -2.13)  -0.248
H (1.24, 0.36, 2.96)  0.226
C (-0.13, -1.30, -2.30)  -0.491
C (1.10, 0.84, 1.95)  -0.501
H (1.28, 1.89, 2.08)  0.226
H (-1.13, 0.86, 2.05)  0.221
C (-0.57, 0.82, 0.03)  -0.534
H (-0.31, -0.67, 1.73)  0.229
H (2.50, -0.91, 1.24)  0.103
H (0.17, 0.57, -0.75)  0.238

=====

--- 2 ---
C5H9BrS2 as an isolated structure, computed with the ωB97M-V functional and the def2-TZVPD basis.

Kohn-Sham gap: 9.00 eV
charge: 0

Last column: natural (NBO) charge in e.
Cartesian coordinates (Å):
H (-0.77, 0.86, -2.14)  0.218
H (-1.79, -0.43, -2.39)  0.247
C (-1.46, 0.11, -0.31)  -0.321
C (0.83, -1.32, 0.60)  -0.505
C (1.29, 0.00, 1.23)  -0.438
H (1.09, -1.39, -0.39)  0.193
S (-1.01, -1.40, 0.58)  0.203
H (0.99, 1.40, -0.35)  0.202
H (-0.18, -0.69, -1.88)  0.222
Br (-3.50, 0.19, -0.08)  0.018
H (2.42, -0.14, 1.19)  0.225
C (-0.99, -0.04, -1.74)  -0.691
H (1.21, 2.25, 1.01)  0.245
H (0.88, -0.04, 2.30)  0.223
C (0.77, 1.27, 0.62)  -0.549
S (-1.03, 1.57, 0.60)  0.266
H (1.25, -2.21, 1.15)  0.244

=====

Least stable of them? 1.

=====

--- 1 ---
A 3-piece molecular cluster, C3H10O3 overall, computed with the ωB97M-V functional and the def2-TZVPD basis.

Kohn-Sham gap: 10.16 eV
charge: 0
structure (SMILES): C=CCO.O.O

Last column: natural (NBO) charge in e.
Cartesian coordinates (Å):
O (-1.56, 0.64, 1.71)  -0.965
H (2.49, 1.82, -0.80)  0.178
H (-2.15, -0.37, 0.31)  0.526
H (-1.81, 0.76, 2.68)  0.476
H (-0.74, 0.16, 1.86)  0.499
H (2.31, -0.39, 0.39)  0.186
H (0.05, 0.44, -1.82)  0.218
H (1.57, -1.54, -0.78)  0.168
O (-2.07, -1.10, -0.36)  -1.008
H (-2.78, -1.59, -0.61)  0.477
C (1.44, 1.64, -1.10)  -0.386
H (0.93, 2.56, -1.55)  0.205
O (0.38, -1.15, 0.85)  -0.749
C (0.92, 0.42, -1.03)  -0.229
H (-0.31, -1.59, 0.32)  0.509
C (1.33, -0.70, -0.09)  -0.104

=====

--- 2 ---
A 3-piece molecular cluster, C3H10O3 overall, computed with the ωB97M-V functional and the def2-TZVPD basis.

Kohn-Sham gap: 8.88 eV
charge: 0
structure (SMILES): C=C(C)O.O.O

Last column: natural (NBO) charge in e.
Cartesian coordinates (Å):
C (-0.56, 2.38, -1.75)  -0.555
C (-0.63, 1.20, -1.01)  0.359
H (-0.56, 2.25, -2.71)  0.186
O (-1.19, 1.19, 0.26)  -0.677
H (2.18, -3.12, 2.45)  0.464
H (-0.90, 2.10, 0.60)  0.474
H (-0.50, 3.35, -1.36)  0.198
H (3.05, -2.22, 1.73)  0.468
H (-1.37, -0.85, -1.17)  0.230
H (0.46, -0.90, 2.60)  0.476
H (-0.64, 0.17, -2.61)  0.223
H (-0.85, -1.35, 1.89)  0.463
H (0.43, -0.71, -1.52)  0.239
O (-0.54, -0.70, 2.45)  -0.940
C (-0.52, -0.19, -1.51)  -0.680
O (2.14, -2.60, 1.67)  -0.930

=====

Least stable of them? 2.

=====

--- 1 ---
One molecule with the formula C2H3NS, computed with the ωB97M-V functional and the def2-TZVPD basis.

Kohn-Sham gap: 7.14 eV
charge: 0
structure (SMILES): [H]/N=C/C=S

Last column: natural (NBO) charge in e.
Cartesian coordinates (Å):
C (0.50, -0.14, 0.03)  0.031
S (-2.77, -0.11, 0.12)  0.017
H (2.41, -0.49, -0.16)  0.358
N (1.78, 0.32, 0.12)  -0.533
H (-1.23, 1.36, -0.06)  0.191
C (-1.00, 0.36, 0.15)  -0.226
H (0.32, -1.29, -0.20)  0.161

=====

--- 2 ---
A 2-piece molecular cluster, C2H3NS overall, computed with the ωB97M-V functional and the def2-TZVPD basis.

Kohn-Sham gap (spin up / spin down): 7.44 / 7.44 eV
charge: 0
structure (SMILES): C#C.N=S

Last column: natural (NBO) charge in e.
Cartesian coordinates (Å):
H (0.49, -0.72, -0.13)  0.231
N (1.16, 3.96, 1.97)  -0.699
H (-1.14, -3.38, -1.09)  0.220
H (1.55, 4.43, 1.16)  0.347
C (-0.62, -2.54, -0.82)  -0.218
S (1.03, 2.34, 1.93)  0.354
C (-0.06, -1.61, -0.28)  -0.235

=====

--- 3 ---
One molecule with the formula C2H3NS, computed with the ωB97M-V functional and the def2-TZVPD basis.

Kohn-Sham gap: 10.20 eV
charge: 0
structure (SMILES): N#CCS

Last column: natural (NBO) charge in e.
Cartesian coordinates (Å):
H (-0.47, -1.19, -0.24)  0.252
H (0.11, -0.67, 1.19)  0.271
C (-0.17, -0.31, 0.15)  -0.671
N (-1.91, 1.63, -0.31)  -0.284
C (-1.07, 0.86, -0.05)  0.274
S (1.41, -0.76, -0.49)  0.023
H (2.10, 0.45, -0.27)  0.134

=====

Least stable of them? 2.